1.
C4H11ClEuFOs as an isolated structure, computed with ωB97M-V with the def2-TZVPD basis set.

Atoms and positions in Å:
Eu1 -1.4522 -1.1898 0.1162
Cl1 0.7793 -2.2646 -0.1488
C1 -2.7812 -0.4093 -1.8421
C2 -2.6580 -1.2204 2.3004
H1 -3.7274 -0.0673 -1.4622
H2 -2.0711 0.3488 -2.1368
H3 -2.7902 -1.3146 -2.4259
H4 -3.6180 -0.7679 2.1310
H5 -1.9184 -0.6216 2.8092
H6 -2.6424 -2.2787 2.4972
Os1 2.4968 0.6782 0.5163
C3 2.4834 0.3074 -1.4412
C4 2.4798 2.4740 0.7579
H7 1.5295 0.6338 -1.9192
H8 3.3777 0.6976 -1.9876
H9 2.5064 -0.8207 -1.5008
H10 2.5353 2.9400 1.7862
H11 2.4684 3.3242 0.0303
F1 3.0021 -0.4491 1.9200

The spin multiplicity is 11. As for the HOMO-LUMO gap (alpha / beta): 0.2708 / 0.1651 Ha. The HOMO energy (alpha / beta) comes out at -7.91 / -6.93 eV.

***

2.
A 13-piece molecular cluster, C44H100B5F20N12O4 overall, computed with ωB97M-V with the def2-TZVPD basis set.

Atoms and positions in Å:
C1 5.0301 7.9625 0.2802
C2 6.0867 8.9949 0.7340
N1 7.3460 8.8602 0.0430
C3 8.2468 7.8147 0.2455
C4 9.3394 8.1127 -0.4700
N2 9.0660 9.1904 -1.2858
C5 7.8804 9.6915 -0.8533
C6 10.0099 9.8154 -2.1818
H1 5.5205 6.9903 0.2880
H2 4.6663 8.1781 -0.7246
H3 4.1782 8.0480 0.9537
H4 6.2314 8.9238 1.8085
H5 5.6987 10.0021 0.5771
H6 7.9883 7.0466 0.9619
H7 10.2658 7.5853 -0.6168
H8 7.4784 10.6415 -1.1842
H9 10.9835 9.3441 -2.0571
H10 10.0816 10.8858 -2.0393
H11 9.7520 9.6346 -3.2301
C7 6.1864 12.2613 -5.5605
C8 7.0257 11.1210 -6.1088
N3 6.6283 9.8288 -5.4870
C9 6.7085 9.5501 -4.1612
C10 6.3039 8.2713 -3.9765
N4 6.0780 7.7408 -5.2326
C11 6.3163 8.7098 -6.1394
C12 5.7055 6.3598 -5.5395
H12 6.3681 12.3836 -4.4926
H13 5.1338 12.0657 -5.7576
H14 6.4382 13.2110 -6.0296
H15 8.1019 11.1967 -5.9567
H16 6.8508 10.9297 -7.1698
H17 6.9042 10.3683 -3.4835
H18 6.1501 7.7290 -3.0589
H19 6.2603 8.5875 -7.2075
H20 6.6126 5.8257 -5.8149
H21 5.0749 6.3410 -6.4279
H22 5.1570 5.9801 -4.6849
C13 2.2008 11.1172 1.1759
C14 1.3984 10.0860 0.4157
N5 -0.0115 10.4978 0.3763
C15 -0.6011 11.2778 -0.5895
C16 -1.9179 11.3568 -0.2694
N6 -2.1293 10.6746 0.8945
C17 -0.9023 10.3024 1.3483
C18 -3.4173 10.4355 1.5497
H23 3.2758 10.9829 1.0941
H24 1.8150 11.1861 2.1971
H25 1.9919 12.1196 0.7964
H26 1.4460 9.1416 0.9592
H27 1.6850 9.9365 -0.6242
H28 -0.0176 11.6330 -1.4230
H29 -2.6781 11.9319 -0.7718
H30 -0.7478 9.8520 2.3144
H31 -4.2238 11.0347 1.1370
H32 -3.3183 10.6700 2.6062
H33 -3.6538 9.3888 1.3694
C19 2.1077 7.7533 3.9389
C20 3.4607 8.3938 4.2076
N7 4.0612 7.9036 5.4477
C21 4.6128 6.6615 5.6692
C22 4.8197 6.6037 7.0039
N8 4.5061 7.8064 7.5893
C23 4.0420 8.5834 6.5932
C24 4.5478 8.1390 8.9936
H34 1.8188 8.0822 2.9384
H35 1.3534 8.0583 4.6616
H36 2.2174 6.6710 3.8730
H37 3.3822 9.4798 4.2431
H38 4.1498 8.1514 3.3971
H39 4.7093 5.9290 4.8842
H40 5.3144 5.8328 7.5736
H41 3.7005 9.5994 6.7053
H42 4.7331 7.2433 9.5773
H43 3.5719 8.5008 9.3256
H44 5.2227 8.9768 9.1555
C25 13.6549 11.5845 -5.1190
N9 12.6294 12.3569 -5.9204
C26 11.3403 12.3810 -5.1035
C27 13.1783 13.7630 -6.0540
C28 12.5277 11.6536 -7.2593
C29 11.4533 12.2185 -8.1887
O1 10.1770 11.7784 -7.7661
H45 13.7591 12.0321 -4.1351
H46 14.6157 11.6605 -5.6298
H47 13.3919 10.5301 -5.1428
H48 11.6115 12.8593 -4.1644
H49 11.0177 11.3607 -4.9164
H50 10.6222 12.9338 -5.6968
H51 13.4951 14.0738 -5.0645
H52 12.4550 14.3873 -6.5661
H53 14.0577 13.6446 -6.6860
H54 12.5260 10.5774 -7.1039
H55 13.5041 11.8539 -7.7125
H56 11.6760 11.8649 -9.2019
H57 11.4986 13.2997 -8.3198
H58 10.0326 10.8902 -8.1036
C30 7.4569 8.7205 4.7177
N10 8.5586 8.8863 5.7128
C31 8.1975 8.0244 6.8933
C32 9.8400 8.3033 5.1338
C33 8.7914 10.3212 6.1439
C34 7.5804 11.0058 6.7830
O2 7.1016 10.3227 7.9453
H59 7.7496 9.1259 3.7551
H60 6.5274 9.0995 5.1353
H61 7.3261 7.6380 4.6579
H62 7.1179 8.0694 6.9809
H63 8.7652 8.2877 7.7789
H64 8.4248 6.9855 6.6505
H65 10.0097 8.8541 4.2088
H66 9.7265 7.2440 4.9288
H67 10.6338 8.5228 5.8424
H68 8.9787 10.8724 5.2221
H69 9.6859 10.2753 6.7587
H70 6.7631 11.1382 6.0632
H71 7.7597 12.0560 7.0315
H72 6.3720 10.8434 8.2950
C35 2.3592 7.3567 -3.1987
N11 0.9562 7.3034 -3.7445
C36 0.7369 6.2065 -4.7491
C37 0.0662 7.0676 -2.5668
C38 0.5924 8.6427 -4.3527
C39 1.6588 9.2232 -5.2409
O3 1.7818 8.4876 -6.4756
H73 3.0470 7.2429 -4.0339
H74 2.5550 6.4703 -2.5959
H75 2.4396 8.2903 -2.6504
H76 0.8150 5.2568 -4.2181
H77 1.5960 6.2007 -5.4146
H78 -0.2458 6.3565 -5.1783
H79 -0.9766 6.9645 -2.8620
H80 0.2545 7.8279 -1.8135
H81 0.3034 6.0989 -2.1248
H82 0.3839 9.3515 -3.5466
H83 -0.4002 8.6021 -4.8031
H84 2.6448 9.2815 -4.7724
H85 1.4532 10.2569 -5.5263
H86 2.1430 9.1220 -7.1028
C40 14.8722 6.5370 -1.8013
N12 15.2442 7.9709 -1.4975
C41 15.5248 8.0695 -0.0305
C42 16.5000 8.2156 -2.2914
C43 14.0632 8.8197 -1.9359
C44 14.0857 10.2331 -1.4231
O4 15.0394 11.0152 -2.1329
H87 14.7195 6.5197 -2.8795
H88 13.9381 6.2649 -1.3172
H89 15.6949 5.8877 -1.5200
H90 15.9400 9.0343 0.2536
H91 16.2709 7.3304 0.2593
H92 14.6184 7.8878 0.5484
H93 16.8055 9.2383 -2.0776
H94 16.2649 8.0640 -3.3372
H95 17.3059 7.6448 -1.8356
H96 13.1937 8.3896 -1.4248
H97 13.8990 8.5902 -2.9886
H98 14.2514 10.1981 -0.3469
H99 13.1025 10.6647 -1.6325
H100 15.6744 11.4634 -1.5673
B1 4.1756 11.3455 -2.3065
F1 4.4928 9.9860 -2.0050
F2 5.2995 12.1844 -2.3019
F3 3.6968 11.3084 -3.6354
F4 3.2657 11.8515 -1.3843
B2 12.4946 8.7292 1.7345
F5 13.5788 9.5759 2.0174
F6 12.8825 7.3848 1.8500
F7 11.4065 9.0088 2.5578
F8 12.0984 8.9429 0.3770
B3 9.3817 13.2571 -2.1066
F9 8.8981 12.6311 -3.2774
F10 8.7103 12.7323 -0.9867
F11 10.7877 13.0633 -1.9777
F12 9.1826 14.6344 -2.1941
B4 5.9680 11.9616 3.2019
F13 5.1991 11.2592 4.1633
F14 6.4452 13.1454 3.7391
F15 7.0767 11.1759 2.7731
F16 5.1756 12.0914 2.0367
B5 6.7860 5.3323 3.0061
F17 5.9705 4.2281 2.7260
F18 6.2302 6.5889 2.6290
F19 7.0421 5.2695 4.3941
F20 7.9556 5.1887 2.2485

As for the HOMO-LUMO gap: 0.3241 Ha. The HOMO energy comes out at -14.33 eV. The charge is +3.

***

3.
A 3-piece molecular cluster, C5H10F3N3O overall, computed with ωB97M-V with the def2-TZVPD basis set.

Atoms and positions in Å:
C1 1.2134 0.7619 1.3027
C2 1.1623 1.2005 0.0523
C3 2.2764 1.1794 -0.9364
N1 -0.0960 1.7089 -0.4209
O1 -1.1210 1.5225 0.2359
N2 0.0087 2.3082 -1.5189
F1 -1.2090 2.7708 -1.9629
H1 2.1086 0.3431 1.7237
H2 0.3465 0.7998 1.9431
H3 3.1824 0.8201 -0.4577
H4 2.0256 0.5089 -1.7565
H5 2.4502 2.1712 -1.3477
C4 -2.3636 -1.1209 -0.6266
C5 -1.5954 -1.7019 0.4915
N3 -0.3734 -1.9985 0.5473
F2 0.3551 -1.7746 -0.6311
H6 -3.3189 -1.6284 -0.7488
H7 -2.5716 -0.0770 -0.3726
H8 -1.8034 -1.1517 -1.5602
H9 -2.1111 -1.8777 1.4275
F3 0.9281 -2.4312 2.7369
H10 0.5061 -2.3334 1.8794

The SMILES is C=C(C)/[N+]([O-])=N/F.C/C=N\F.F. As for the HOMO-LUMO gap (alpha / beta): 0.3760 / 0.3760 Ha. The HOMO energy (alpha / beta) comes out at -10.47 / -10.47 eV.

***

4.
A 2-piece molecular cluster, C2H3NO3P overall, computed with ωB97M-V with the def2-TZVPD basis set.

Atoms and positions in Å:
C1 1.9058 -0.1291 1.0987
C2 0.5846 0.2684 0.6926
N1 2.9594 -0.5872 0.6358
O1 0.3835 1.5764 0.9157
O2 -0.3926 -0.5174 0.5401
O3 -3.4857 0.6806 -0.2308
P1 -3.2616 -0.5691 0.5377
H1 3.2279 -0.8737 -0.4113
H2 -0.6418 1.6374 0.9017
H3 -3.1041 -1.6875 -0.4759

As for the HOMO-LUMO gap (alpha / beta): 0.1668 / 0.1668 Ha. The HOMO energy (alpha / beta) comes out at -1.83 / -1.83 eV. The charge is -1.

***

Listing energy above the lowest of the compared OMol25 structures with the same formula, charge and spin for the structures above in their given order: 0.0 0.0 0.0 127.4 kcal per mole.
Listing M for the structures above in their given order: 455.8 1295.4 185.1 120.0 g/mol.